C37H57BBr68FIN8O5P as an isolated structure in a non-equilibrium geometry. Source: the Open Molecules 2025 dataset; level of theory: ωB97M-V/def2-TZVPD.

## Properties
total charge	+1
LUMO energy	-0.090	Eh
HOMO-LUMO gap	8.32	eV
E_HOMO	-10.8	eV
strongest force on any atom	2.4	eV Å⁻¹

```
179
Properties=species:S:1:pos:R:3:lowdin_charge:R:1
C -1.68 -1.85 3.99 -0.1224
C -1.06 -0.90 5.00 -0.1701
C 0.31 -0.36 4.59 -0.2672
F 0.57 -0.85 3.36 0.0743
N 0.56 1.11 4.68 -0.0592
C 1.02 1.33 6.14 -0.5171
Br 2.91 0.81 6.28 1.0221
C 0.40 0.57 7.33 -0.7224
C 1.17 0.98 8.61 -0.2026
Br -1.47 0.79 7.85 0.8317
C -0.55 2.06 4.30 -0.2210
N -1.63 2.26 5.23 0.0532
C -1.13 1.90 2.89 -0.3938
C -2.52 1.26 2.92 -0.0093
C -3.29 0.60 1.71 -0.6029
N -4.52 1.37 1.45 0.0564
N -2.62 0.45 0.45 0.1149
N -3.80 -0.69 2.12 0.0730
O -1.35 3.31 2.57 -0.0330
N -1.80 3.54 1.30 0.0092
O -1.99 4.67 1.15 0.0334
O -0.26 1.34 2.03 0.0355
C 1.11 1.66 2.21 -0.2876
C 1.43 3.04 1.56 -0.2033
C 0.96 3.22 0.12 -0.2619
C 0.71 4.73 -0.05 -0.6340
I 2.12 5.64 -1.42 0.7598
B 1.98 0.73 1.24 -0.6398
N 1.28 -0.04 0.24 0.2081
O 3.33 0.77 1.39 0.1572
C 1.66 1.52 3.70 -0.2617
P 2.71 3.10 3.99 0.9204
N 4.29 2.45 4.06 -0.1561
O 2.55 3.71 5.50 -0.3783
H -1.82 -1.40 3.04 0.0370
H -1.10 -2.74 3.94 0.0366
H -2.61 -2.12 4.42 0.0741
H -0.93 -1.51 5.86 0.1005
H -1.79 -0.18 5.28 0.0511
H 1.04 -0.88 5.15 0.1274
H 0.89 2.37 6.33 0.0844
H 0.57 -0.47 7.26 0.0596
H 1.86 0.22 8.90 0.0625
H 0.51 1.05 9.43 0.0312
H 1.62 1.94 8.53 0.0712
H -0.07 3.02 4.30 0.1190
H -2.29 2.91 4.85 0.0466
H -1.28 2.79 6.01 0.0359
H -2.59 0.52 3.68 0.0785
H -3.13 2.04 3.29 0.0421
H -4.31 2.35 1.47 0.0260
H -5.24 1.14 2.11 -0.0103
H -2.89 -0.40 0.01 -0.0575
H -2.81 1.19 -0.19 0.0480
H -4.60 -0.79 1.52 -0.0295
H -3.15 -1.39 1.82 -0.0153
H 2.47 3.16 1.40 0.0907
H 0.99 3.86 2.09 0.0706
H 1.73 2.97 -0.57 0.0626
H 0.04 2.72 -0.12 0.0988
H -0.26 4.93 -0.44 0.0052
H 0.86 5.28 0.85 0.0150
H 1.77 0.02 -0.63 0.0164
H 1.26 -1.01 0.53 0.0790
H 3.63 -0.13 1.32 0.0895
H 2.32 0.69 3.65 0.0666
H 4.71 2.70 4.94 0.0257
H 4.77 2.88 3.30 0.0165
H 1.86 4.39 5.48 -0.1258
C -4.67 -3.50 -0.52 -1.5635
Br -5.11 -4.43 -2.15 0.5874
Br -2.90 -2.76 -0.60 0.6447
Br -5.98 -2.15 -0.06 0.6561
H -4.67 -4.23 0.28 -0.0950
C -1.46 -4.24 -3.81 -1.5344
Br -1.77 -3.79 -5.65 0.6242
Br -1.16 -6.12 -3.56 0.6238
Br -0.01 -3.21 -3.07 0.5265
H -2.35 -3.98 -3.26 -0.1001
C 3.40 -3.24 -1.33 -1.6258
Br 4.16 -4.37 -2.69 0.6010
Br 3.80 -3.83 0.45 0.5617
Br 3.89 -1.40 -1.58 0.6470
H 2.33 -3.32 -1.43 -0.0964
C -6.08 3.12 4.67 -1.5902
Br -4.96 2.07 5.82 0.6010
Br -5.03 4.33 3.60 0.6272
Br -7.24 2.02 3.60 0.6589
H -6.72 3.72 5.31 -0.0637
C 8.28 -3.67 1.32 -1.6243
Br 8.09 -4.59 -0.36 0.5624
Br 6.96 -2.28 1.51 0.5112
Br 8.25 -4.89 2.81 0.5896
H 9.25 -3.19 1.32 -0.0512
C -5.82 2.92 -2.41 -1.6353
Br -5.70 1.19 -1.57 0.5582
Br -7.34 3.91 -1.80 0.5940
Br -4.17 3.90 -2.18 0.5446
H -5.94 2.75 -3.47 -0.0341
C -2.32 8.01 -0.15 -1.6178
Br -3.31 7.73 1.47 0.5522
Br -3.13 9.35 -1.26 0.6038
Br -0.46 8.40 0.20 0.5513
H -2.34 7.08 -0.70 -0.0421
C 8.96 1.22 1.23 -1.6252
Br 7.03 1.31 1.22 0.5398
Br 9.63 0.21 -0.27 0.5551
Br 9.74 2.97 1.32 0.5683
H 9.25 0.69 2.12 -0.0311
C 11.25 -2.42 -2.86 -1.6371
Br 12.12 -3.56 -4.14 0.5922
Br 11.66 -2.95 -1.06 0.5464
Br 11.68 -0.57 -3.17 0.5574
H 10.19 -2.54 -3.00 -0.0324
C 0.45 -6.16 -6.71 -1.6435
Br -0.11 -5.65 -8.48 0.5569
Br 0.55 -8.07 -6.51 0.5950
Br 2.09 -5.29 -6.19 0.5638
H -0.31 -5.81 -6.03 -0.1866
C -5.23 -8.15 -4.16 -1.5798
Br -4.66 -8.24 -2.32 0.5538
Br -6.10 -6.47 -4.55 0.5390
Br -3.78 -8.51 -5.37 0.5499
H -5.96 -8.92 -4.30 -0.0255
C 0.73 7.63 5.58 -1.5970
Br -0.18 8.74 6.85 0.6275
Br 0.16 5.78 5.71 0.6798
Br 0.54 8.27 3.78 0.5948
H 1.78 7.65 5.82 -0.0218
C 11.04 6.01 -1.71 -1.6309
Br 11.29 5.98 0.20 0.5370
Br 11.67 4.39 -2.53 0.5778
Br 9.21 6.38 -2.17 0.5801
H 11.64 6.82 -2.10 -0.0318
C -1.43 0.67 -5.38 -1.6109
Br -0.28 -0.68 -4.61 0.5161
Br -1.69 0.39 -7.26 0.5928
Br -3.10 0.78 -4.44 0.5653
H -0.93 1.61 -5.26 -0.0357
C -4.80 -6.80 -9.06 -1.6713
Br -3.96 -5.46 -7.96 0.5330
Br -6.40 -7.50 -8.25 0.5689
Br -5.13 -6.14 -10.84 0.6160
H -4.10 -7.61 -9.16 -0.2303
C -6.96 10.36 2.01 -1.6355
Br -7.06 10.83 0.15 0.5737
Br -6.90 8.45 2.26 0.5322
Br -5.49 11.23 2.89 0.5676
H -7.87 10.71 2.48 -0.0336
C -1.82 -5.82 1.96 -1.5679
Br -2.16 -6.57 0.22 0.5858
Br 0.01 -5.24 2.15 0.5926
Br -3.03 -4.38 2.37 0.6782
H -1.99 -6.59 2.69 -0.0262
C -6.73 -8.70 -13.24 -1.6622
Br -5.50 -9.97 -12.48 0.5489
Br -6.63 -8.68 -15.16 0.5779
Br -8.53 -9.00 -12.62 0.5715
H -6.43 -7.73 -12.89 -0.0991
C 2.94 -6.41 -11.62 -1.6242
Br 3.03 -5.80 -9.80 0.5393
Br 2.24 -8.20 -11.74 0.5670
Br 1.94 -5.19 -12.73 0.5787
H 3.95 -6.44 -12.00 -0.0337
C -1.33 -9.26 -9.71 -1.5943
Br -0.21 -10.75 -9.23 0.5800
Br -1.54 -9.12 -11.61 0.5811
Br -3.04 -9.34 -8.81 0.6735
H -0.84 -8.37 -9.37 -0.0964
C -9.55 1.46 6.83 -1.6436
Br -9.46 -0.40 7.30 0.5848
Br -11.26 2.23 7.27 0.5943
Br -8.10 2.46 7.62 0.5779
H -9.44 1.53 5.76 -0.0726
C 12.41 7.82 3.68 -1.6619
Br 12.49 5.97 4.23 0.5541
Br 10.69 8.60 4.06 0.5638
Br 13.85 8.84 4.45 0.5845
H 12.54 7.84 2.61 -0.0609
```